# 1
A cluster of 2 separate species, C13H22BNO9S in total, computed with ωB97M-V/def2-TZVPD.

Geometry as ORCA input:
```
! RIJCOSX wB97M-V def2-TZVPD def2/J DEFGRID3
* xyz 0 1
S -0.49 3.66 -1.62
O -1.53 -1.43 2.08
O -7.26 -4.24 0.54
O -5.14 -3.48 0.57
O -6.20 -6.06 2.63
O -3.43 -2.63 2.08
O -0.77 -3.31 -0.01
O 0.69 2.85 -2.33
O -2.81 -4.18 0.43
O -4.31 -4.91 2.22
N -1.46 0.08 -0.37
C 2.88 0.23 0.18
C 2.51 1.04 -1.06
C -2.22 -2.34 1.70
C -1.81 -3.35 0.59
C 2.63 3.22 0.37
C -5.59 -5.22 2.05
C -1.20 1.46 -0.07
C -6.15 -4.26 0.96
C 4.39 0.21 0.38
C 2.31 -1.19 0.05
C -1.62 2.32 -1.28
C 2.07 3.32 -2.11
C 2.81 2.56 -1.00
B -3.94 -3.82 1.33
H 4.81 1.19 0.58
H -0.01 3.75 -0.36
H 3.86 2.68 -1.28
H 1.46 0.87 -1.31
H -0.81 -0.26 -1.07
H 1.60 3.15 0.74
H -2.60 2.80 -1.16
H 2.02 4.40 -1.91
H -1.81 1.75 0.79
H -1.63 1.74 -2.21
H 2.42 0.70 1.06
H 3.26 2.75 1.12
H 2.90 4.27 0.32
H 1.31 -1.28 0.49
H -0.15 1.69 0.19
H 2.53 3.18 -3.08
H 2.23 -1.50 -1.00
H 4.88 -0.19 -0.52
H 3.08 0.62 -1.90
H 2.95 -1.92 0.54
H 4.66 -0.45 1.21
H -1.29 -0.47 0.47
*
```

LUMO level	-0.0710	Eh

---

# 2
A structure of composition C13H22Be2Br3CaCl2InN2NaO16PS, computed with ωB97M-V/def2-TZVPD.

Geometry as ORCA input:
```
! RIJCOSX wB97M-V def2-TZVPD def2/J DEFGRID3
* xyz 2 1
In -0.52 -3.21 4.32
Br 7.18 5.41 -7.90
Br 4.92 5.35 -5.66
Br 4.33 4.16 -8.56
Ca -2.92 5.58 1.17
Cl 1.53 -5.50 5.80
Cl -3.88 -0.67 -0.24
S -3.98 -3.32 5.09
P -2.73 -4.47 4.15
Na 2.68 -2.59 1.93
O 0.68 1.12 0.58
O -3.16 -4.74 2.66
O -3.82 2.03 0.65
O 1.04 -4.25 3.26
O -3.85 3.89 1.95
O -2.64 0.03 -0.59
O -0.40 -4.08 1.74
O -4.84 -0.44 -1.26
O -3.58 -2.07 -0.13
O -2.46 2.11 2.27
O -4.38 -0.22 1.04
O -1.18 1.61 -6.60
O -2.67 -5.86 4.95
O -1.37 -4.29 7.74
O 0.91 2.33 -6.85
O -0.10 2.54 -4.84
N 0.59 -4.66 2.10
N -1.34 0.08 1.71
C 5.67 4.47 -7.21
C -3.40 2.69 1.64
C 1.09 0.34 -1.62
C 1.35 2.78 -4.65
C 1.78 3.14 -6.05
C 2.18 -0.71 0.49
C -1.33 -1.00 2.28
C 1.62 3.86 -3.63
C -0.51 -1.16 3.49
C -0.37 -4.18 7.24
C 0.08 -3.03 6.50
C -0.22 2.10 -6.17
C 1.26 0.33 -0.14
Be -1.13 4.31 -3.99
Be -0.80 1.72 0.64
H -0.91 -0.50 4.24
H 1.15 -2.89 6.53
H -1.77 -6.18 4.99
H 0.42 -5.06 7.21
H 2.82 2.90 -6.24
H 2.69 3.97 -3.47
H 1.79 1.84 -4.32
H 0.40 1.14 -1.90
H 2.17 -0.57 1.57
H 0.67 -0.61 -1.97
H -1.93 -1.79 1.85
H 1.22 4.82 -3.94
H 1.61 4.19 -6.29
H 6.02 3.50 -6.88
H -1.97 0.00 0.88
H -0.35 -2.12 6.89
H 1.15 3.62 -2.67
H -4.04 -5.12 2.62
H 0.51 -0.88 3.33
H 1.79 -1.71 0.25
H 2.05 0.53 -2.10
H 3.20 -0.60 0.12
*
```

LUMO level	-0.3345	Eh

---

# 3
A structure of composition C13H22Br4Fe2O9, computed with ωB97M-V/def2-TZVPD.

Geometry as ORCA input:
```
! RIJCOSX wB97M-V def2-TZVPD def2/J DEFGRID3
* xyz 0 9
Br 0.47 5.35 -2.36
Br -0.79 2.20 -2.91
Br -1.72 2.39 4.88
Br -4.50 0.10 4.88
Fe -3.31 -1.62 -0.42
Fe -0.84 -2.98 1.08
O -2.08 -4.52 0.40
O -3.78 -3.68 -0.52
O -0.42 -1.02 1.12
O 1.70 -0.47 -4.60
O -2.18 -0.06 0.26
O -1.23 -1.61 -0.51
O 1.72 -1.83 3.29
O -2.99 -3.01 1.13
O 0.25 -1.67 -5.92
C -1.12 3.36 -1.30
C 1.19 -0.88 -3.32
C 2.26 -0.84 -6.81
C -3.37 0.52 3.23
C 1.29 -1.05 -5.74
C -1.97 0.77 3.71
C -3.20 -4.03 0.49
C 2.06 -0.75 3.79
C 2.94 -0.80 5.01
C 0.18 4.06 -0.90
C 1.65 0.54 3.22
C -1.07 -0.58 0.17
C 1.96 -0.01 -2.29
H 3.32 -1.81 5.16
H 2.06 1.03 -2.60
H -1.54 2.63 -0.60
H 1.34 0.08 -1.39
H 0.98 3.33 -0.81
H 2.85 -0.54 -1.96
H -1.93 4.04 -1.58
H -1.31 0.84 2.84
H 3.87 -0.23 4.91
H 2.53 1.19 3.17
H -1.55 -0.03 4.32
H 1.24 -1.94 -3.09
H -3.85 1.31 2.66
H 0.11 4.65 0.01
H 0.17 -0.50 -3.35
H 1.72 -0.53 -7.71
H -3.31 -0.39 2.63
H 2.77 -1.79 -6.97
H 1.26 0.30 2.23
H 2.90 0.03 -6.72
H 2.37 -0.50 5.90
H 0.90 0.99 3.87
*
```

LUMO level (spin up / spin down)	-0.0443 / -0.0576	Eh

---

# 4
A structure of composition C13H22BrHfNO3Si2, computed with ωB97M-V/def2-TZVPD.

Geometry as ORCA input:
```
! RIJCOSX wB97M-V def2-TZVPD def2/J DEFGRID3
* xyz 4 1
Hf 0.20 -3.61 1.67
Br 0.38 -1.28 0.65
Si 1.83 0.24 -0.24
Si 2.29 -1.80 -2.29
O -1.50 1.52 -2.02
O 5.34 0.83 0.75
O 2.99 -0.46 -1.40
N 2.87 0.84 1.15
C 0.98 1.71 -1.18
C 4.45 -1.49 1.30
C -4.90 -1.04 1.68
C -4.79 0.51 1.13
C 2.20 0.56 2.48
C -4.02 -2.25 0.94
C -1.86 0.09 -2.03
C -0.88 3.49 -0.60
C -3.77 0.82 -0.11
C 4.23 0.12 1.07
C -2.99 -1.93 -0.32
C -2.89 -0.37 -0.82
C -0.62 1.86 -0.89
H -5.60 -1.31 2.59
H 2.77 1.16 3.34
H -4.07 -3.37 1.30
H 0.84 -1.92 -2.18
H 2.56 -1.52 -3.73
H 2.27 -0.58 2.81
H 2.98 -3.07 -2.00
H -5.40 1.37 1.65
H 1.08 0.89 2.52
H -2.34 -2.75 -0.86
H -1.99 3.54 -0.16
H 3.44 -2.06 1.52
H 1.50 2.70 -0.75
H -3.64 1.92 -0.51
H 5.23 -1.75 2.15
H -0.88 1.33 0.12
H -0.96 4.06 -1.64
H 1.27 1.71 -2.33
H -2.47 -0.09 -3.05
H -0.93 -0.64 -2.11
H 4.87 -1.93 0.29
H -0.08 3.96 0.10
*
```

LUMO level	-0.6696	Eh

---

# 5
A structure of composition C13H22CrN4O3S, computed with ωB97M-V/def2-TZVPD.

Geometry as ORCA input:
```
! RIJCOSX wB97M-V def2-TZVPD def2/J DEFGRID3
* xyz 2 5
Cr -0.85 -1.12 3.16
S -0.73 -0.13 5.28
O -2.49 -0.21 2.44
O -3.13 1.87 2.06
O 0.14 -0.57 1.18
N 0.37 -1.36 7.37
N 0.43 -2.59 4.00
N 0.83 -2.36 5.38
N -1.30 1.20 0.94
C -0.56 -0.20 -5.36
C 0.26 0.64 -0.92
C 0.11 -0.19 -3.98
C -0.64 -0.11 -2.79
C -0.20 0.42 0.48
C 1.46 -0.23 -3.87
C 0.16 -1.35 6.05
C 2.01 -0.46 -2.53
C 1.67 0.44 -1.36
C 2.32 -0.09 -5.10
C -2.29 0.89 1.85
C -1.71 2.43 0.26
C -2.76 2.98 1.18
H 1.95 0.76 -5.68
H -0.38 -0.72 -1.87
H -0.24 -1.10 -5.93
H -0.85 3.08 0.14
H -1.69 0.13 -2.88
H -2.15 2.16 -0.70
H 0.06 -3.55 3.89
H 2.28 -0.94 -5.82
H 2.27 0.00 -0.57
H 0.90 -2.09 7.86
H 1.30 -2.53 3.45
H 0.04 -0.60 7.93
H 2.08 1.40 -1.64
H 3.12 -0.37 -2.60
H -0.27 0.68 -5.92
H 1.96 -1.53 -2.29
H -1.64 -0.22 -5.23
H 3.37 0.09 -4.88
H 0.88 -3.27 5.88
H -3.65 3.29 0.61
H -2.37 3.81 1.80
H -0.06 1.63 -1.25
*
```

LUMO level (spin up / spin down)	-0.2439 / -0.2418	Eh

---

# 6
A structure of composition C13H22CrN5, computed with ωB97M-V/def2-TZVPD.

Geometry as ORCA input:
```
! RIJCOSX wB97M-V def2-TZVPD def2/J DEFGRID3
* xyz 2 4
Cr -0.38 0.15 0.65
N -1.49 1.77 1.84
N -2.02 -0.43 -0.61
N 1.85 -6.76 0.58
N -0.25 1.71 -0.69
N 1.59 0.83 1.24
C -1.10 1.44 -1.88
C 1.56 -5.66 0.56
C -0.32 -2.51 1.02
C 2.03 -3.38 -0.16
C -0.65 2.98 -0.07
C 0.02 -3.85 1.11
C 1.20 -4.29 0.50
C -1.87 2.76 0.81
C 0.47 -1.60 0.32
C 1.66 -2.05 -0.25
C -1.50 -0.03 -1.93
C 1.18 1.71 -1.06
C 2.07 1.77 0.20
H -2.18 3.71 1.26
H -0.88 2.22 2.51
H 3.10 1.55 -0.10
H -0.83 3.75 -0.83
H -1.25 -2.18 1.50
H 1.38 0.78 -1.60
H 2.19 0.00 1.21
H 2.08 2.79 0.61
H 0.16 3.35 0.57
H -2.71 2.37 0.24
H -0.63 -0.67 -2.13
H 2.95 -3.72 -0.61
H 1.75 1.23 2.16
H -0.61 -4.56 1.61
H -2.21 -1.44 -0.64
H -2.33 1.50 2.36
H -2.23 -0.18 -2.74
H 1.42 2.55 -1.72
H -0.60 1.74 -2.80
H -2.02 2.03 -1.80
H -2.93 0.00 -0.46
H 2.32 -1.37 -0.78
*
```

LUMO level (spin up / spin down)	-0.2935 / -0.2577	Eh

---

# 7
An isolated molecule of C13H22N4O3S, computed with ωB97M-V/def2-TZVPD.

Geometry as ORCA input:
```
! RIJCOSX wB97M-V def2-TZVPD def2/J DEFGRID3
* xyz 0 1
S 4.00 -0.25 0.23
O 4.66 -0.56 1.46
O 4.77 -0.15 -0.97
O 1.10 0.48 -2.28
N 0.38 0.85 -0.17
N 3.09 1.16 0.48
N 2.42 -1.84 -1.33
N 1.12 -2.98 0.02
C -2.72 -1.16 0.69
C 1.28 0.93 -1.16
C 1.44 -2.74 -1.23
C -5.15 -0.62 0.38
C -3.75 -0.04 0.55
C 2.56 1.66 -0.78
C -1.31 -0.60 0.86
C -0.95 0.30 -0.32
C -3.38 0.85 -0.63
C 2.74 -1.45 -0.06
C -1.98 1.43 -0.46
C 1.92 -2.19 0.76
C 3.80 2.14 1.28
H -3.42 0.27 -1.55
H -5.21 -1.23 -0.52
H 4.58 2.66 0.71
H 2.33 2.72 -0.67
H -1.26 -0.01 1.78
H 3.30 1.54 -1.58
H -2.74 -1.79 -0.20
H 1.88 -2.18 1.83
H 2.83 -1.44 -2.17
H -3.74 0.56 1.47
H -1.72 2.05 -1.32
H 3.09 2.87 1.67
H -4.10 1.67 -0.72
H 0.64 1.22 0.73
H -5.42 -1.24 1.23
H -2.96 -1.79 1.55
H -1.94 2.06 0.43
H 0.97 -3.22 -2.07
H -0.93 -0.29 -1.24
H -5.89 0.18 0.30
H 4.26 1.60 2.11
H -0.59 -1.42 0.94
*
```

LUMO level	0.0215	Eh
structure (SMILES)	CN(CC(=O)N[C@H]1CC[C@H](C)CC1)S(=O)(=O)c1cnc[nH]1

---

# 8
An isolated molecule of C13H22N4O4, computed with ωB97M-V/def2-TZVPD.

Geometry as ORCA input:
```
! RIJCOSX wB97M-V def2-TZVPD def2/J DEFGRID3
* xyz 0 1
O 0.48 2.06 2.05
O 1.91 0.78 3.30
O -2.15 1.34 -1.72
O -0.68 2.13 -0.25
N -3.04 1.95 1.68
N 1.83 1.21 -0.29
N -0.53 -2.60 1.83
N 0.38 -2.13 -0.13
C 0.62 -1.90 2.13
C 0.98 -3.37 -0.64
C -1.81 1.66 -0.55
C -2.69 1.03 0.55
C 1.17 -1.57 0.96
C -1.52 -2.82 2.91
C -1.95 -1.31 0.28
C 0.31 -1.21 -1.27
C -0.93 -2.41 0.44
C 1.57 1.23 2.23
C 2.47 -0.80 0.92
C 2.32 0.74 1.00
C -1.95 -0.16 1.04
H -3.55 2.74 1.37
H 0.95 -4.14 0.18
H 0.41 -3.71 -1.52
H 3.34 1.16 1.13
H -1.03 -3.27 3.77
H 2.06 -3.21 -0.91
H -2.20 2.28 2.16
H 0.19 2.12 1.11
H -2.56 -1.25 -0.61
H 0.81 1.07 -0.42
H -3.63 0.79 0.07
H 2.01 2.22 -0.46
H 3.10 -1.18 1.71
H -1.98 -1.86 3.20
H 1.02 -1.72 3.12
H -0.45 -1.55 -2.02
H -1.35 -0.04 1.91
H -1.28 -3.35 0.02
H 2.97 -1.09 -0.03
H 1.28 -1.07 -1.72
H -2.29 -3.46 2.55
H 0.04 -0.21 -0.97
*
```

LUMO level	0.0024	Eh
structure (SMILES)	CN1C=C(C[C@@H](N)C(=O)O)[N+](C)(C)[C@@H]1/C=C/[C@@H](N)C(=O)[O-]

---

# 9
A structure of composition C13H23Al2BrCl7F4Li2N4O9P2, computed with ωB97M-V/def2-TZVPD.

Geometry as ORCA input:
```
! RIJCOSX wB97M-V def2-TZVPD def2/J DEFGRID3
* xyz 1 1
Br 0.14 -3.28 -4.36
Cl 1.59 2.71 2.63
Cl -7.59 -6.25 7.15
Cl -0.99 3.26 1.40
Cl -0.81 1.46 3.68
Cl -8.69 -3.59 6.71
Cl 0.25 0.64 1.09
Cl -10.47 -5.87 6.96
P -4.15 3.99 -1.18
P 1.77 -1.80 -2.37
Al 8.43 5.68 0.20
Al 2.00 8.76 -3.36
F 2.53 10.36 -2.71
F 2.44 7.46 -2.20
F 0.21 8.78 -3.60
F 2.81 8.46 -4.94
O -4.47 2.69 -0.42
O 1.44 -1.33 -0.87
O 0.21 -1.87 -3.19
O 2.69 -0.55 -3.22
O -3.09 3.70 -2.26
O -3.60 5.03 -0.19
O -5.43 4.53 -1.84
O 2.61 -3.36 -2.39
O -7.47 -3.34 3.36
N -4.57 -2.03 2.31
N 6.36 1.64 0.71
N 3.04 1.39 -1.79
N 4.40 -5.62 -1.36
C 0.01 2.02 2.20
C -8.89 -5.32 6.39
C 2.90 -5.69 -1.21
C -2.54 -1.09 1.40
C -2.91 -1.49 0.12
C 3.65 0.10 -2.31
C 3.09 1.50 -0.28
C 6.61 3.95 -0.81
C -4.11 -2.17 -0.06
C 6.47 2.69 0.02
C 2.14 -4.23 -1.30
C -3.40 -1.38 2.45
C -4.90 -2.41 1.05
Li 4.43 5.53 -1.01
Li -1.48 0.19 -1.03
H -5.85 -2.93 0.96
H 3.99 -0.65 -1.48
H 4.60 0.42 -2.95
H 2.46 -6.51 -1.94
H -7.66 -2.89 4.20
H 2.33 0.83 0.30
H 7.65 4.31 -0.78
H 2.10 1.58 -2.19
H 6.34 3.75 -1.85
H 2.18 -3.76 -0.23
H 4.77 -6.56 -1.04
H 5.96 4.73 -0.41
H 4.71 -5.55 -2.35
H -6.57 -3.06 3.14
H -4.43 -2.50 -1.04
H 0.99 -4.46 -1.53
H 2.79 2.63 -0.03
H -2.27 -1.28 -0.73
H -1.62 -0.56 1.57
H 4.18 1.27 0.15
H 2.69 -6.10 -0.11
H -8.84 -5.47 5.31
H -3.16 -1.09 3.47
*
```

LUMO level	-0.2871	Eh

---

# 10
A cluster of 5 separate species, C13H23BCl8F3O4 in total, computed with ωB97M-V/def2-TZVPD.

Geometry as ORCA input:
```
! RIJCOSX wB97M-V def2-TZVPD def2/J DEFGRID3
* xyz -1 1
Cl 3.70 4.70 -3.93
Cl 1.14 5.29 -5.20
Cl -0.22 -1.90 4.93
Cl 0.14 2.63 -3.40
Cl 1.61 -2.68 7.09
Cl 4.57 0.05 -3.49
Cl -1.90 0.55 -3.01
Cl 3.38 -2.10 -1.88
F -4.75 -0.57 0.82
F -2.96 -0.33 2.01
F -4.25 -2.02 2.33
O 1.13 0.53 1.01
O -3.88 -2.43 -0.69
O 0.57 -1.26 -0.35
O -1.64 2.36 2.81
C -0.23 0.30 1.24
C -2.95 -2.07 0.34
C -1.50 2.12 -3.75
C -1.90 2.21 1.65
C 1.13 -2.37 2.09
C -3.72 -1.23 1.37
C 2.88 5.59 -5.21
C 4.76 -1.60 -2.86
C -1.02 1.50 0.66
C -0.33 -2.20 1.66
C -1.76 -1.33 -0.29
C -0.49 -1.12 0.57
C 0.81 -1.34 6.25
B 1.45 -0.04 -0.35
H -0.92 -1.88 2.52
H -3.82 -1.74 -1.36
H -1.58 1.29 -0.25
H 1.76 -2.55 1.22
H -2.19 2.86 -3.37
H -2.18 -0.42 -0.72
H 4.87 -2.27 -3.70
H 5.65 -1.62 -2.24
H -1.45 -1.95 -1.13
H 2.60 -0.37 -0.30
H -0.26 2.24 0.38
H -0.41 0.23 2.31
H -0.67 -3.18 1.30
H 1.50 -1.50 2.62
H 1.16 0.79 -1.21
H -2.68 -3.02 0.80
H 1.57 -0.70 5.83
H 0.20 -0.80 6.96
H 3.28 5.26 -6.17
H 1.22 -3.24 2.74
H 3.05 6.65 -5.07
H -1.62 2.02 -4.83
H -2.84 2.64 1.24
*
```

LUMO level	0.0800	Eh